A 2-piece molecular cluster, C4H5F3O overall. Source: OMol25; level of theory: the ωB97M-V functional and the def2-TZVPD basis.

For the energy above the lowest of the compared OMol25 structures with the same formula, charge and spin, the calculation gives 1.463 eV. The gap between HOMO and LUMO is 10.10 eV. The HOMO energy is -9.41 eV. For the total energy, the calculation gives -14426.58114 eV. As for the lowest unoccupied orbital energy: 0.7 eV.

XYZ file:
```
13
Properties=species:S:1:pos:R:3:mulliken_charge:R:1
C 1.80 0.52 -1.04 -0.7013
C 0.97 -0.34 -0.56 0.0444
C 0.18 -0.20 0.71 -0.1655
C -1.73 0.46 0.18 0.6708
O 0.03 -1.26 1.54 -0.4467
F -2.32 -0.32 -0.73 -0.2483
F -1.78 1.76 -0.20 -0.2453
F -2.43 0.33 1.33 -0.2437
H 2.33 0.37 -1.97 0.2805
H 1.69 1.52 -0.61 0.2439
H 0.84 -1.42 -0.87 0.1001
H 0.51 0.65 1.29 0.3760
H -0.07 -2.07 0.93 0.3352
```



One molecule with the formula C4H5FN2O. Source: OMol25; level of theory: the ωB97M-V functional and the def2-TZVPD basis.

For the energy above the lowest of the compared OMol25 structures with the same formula, charge and spin, the calculation gives 1.883 eV. The gap between HOMO and LUMO is 9.34 eV. The HOMO energy is -8.70 eV. For the total energy, the calculation gives -11972.15984 eV. As for the lowest unoccupied orbital energy: 0.6 eV. As for the structure (SMILES): CNc1cc(F)no1.

XYZ file:
```
13
Properties=species:S:1:pos:R:3:mulliken_charge:R:1
C -0.51 1.09 2.66 -0.7700
N 0.15 -0.03 2.02 -0.2858
C 0.05 -0.12 0.64 0.4190
C 0.80 -0.87 -0.25 -0.4659
C 0.30 -0.44 -1.49 0.4952
F 0.67 -0.87 -2.67 -0.2584
N -0.71 0.37 -1.44 -0.4235
O -0.85 0.63 -0.05 -0.1518
H -0.21 1.10 3.79 0.2820
H -1.62 0.96 2.55 0.2432
H -0.19 2.01 2.21 0.3164
H 1.09 -0.22 2.48 0.2991
H 1.71 -1.49 -0.07 0.3005
```



A 2-piece molecular cluster, C4H5FN2O overall. Source: OMol25; level of theory: the ωB97M-V functional and the def2-TZVPD basis.

For the energy above the lowest of the compared OMol25 structures with the same formula, charge and spin, the calculation gives 2.398 eV. The gap between HOMO and LUMO is 9.26 eV. The HOMO energy is -8.76 eV. For the total energy, the calculation gives -11971.64484 eV. As for the lowest unoccupied orbital energy: 0.5 eV. As for the structure (SMILES): C=N/C=C/F.N=C=O.

XYZ file:
```
13
Properties=species:S:1:pos:R:3:mulliken_charge:R:1
C -2.07 -1.35 -1.20 -0.2712
N -1.36 -1.94 -0.29 -0.4725
C -0.19 -1.52 0.24 0.1113
C 0.71 -0.67 -0.27 -0.2369
F 1.82 -0.42 0.38 -0.2620
H -1.71 -0.34 -1.37 0.1776
H -2.98 -1.73 -1.58 0.2816
H -0.10 -2.00 1.30 0.3003
H 0.81 -0.06 -1.23 0.3367
N 1.72 2.74 0.50 -0.4721
C 0.97 2.12 1.19 0.6229
O 0.09 1.57 1.69 -0.3966
H 2.27 3.61 0.65 0.2810
```



A 2-piece molecular cluster, C4H5FN2O5S overall. Source: OMol25; level of theory: the ωB97M-V functional and the def2-TZVPD basis.

For the energy above the lowest of the compared OMol25 structures with the same formula, charge and spin, the calculation gives 3.391 eV. The gap between HOMO and LUMO (alpha / beta) is 9.33 / 5.15 eV. The HOMO energy (alpha / beta) is -10.35 / -7.84 eV. For the total energy, the calculation gives -30989.76125 eV. As for the lowest unoccupied orbital energy (alpha / beta): -1.0 / -2.7 eV.

XYZ file:
```
18
Properties=species:S:1:pos:R:3:mulliken_charge:R:1
C -1.61 0.74 0.54 0.8112
C -2.77 1.39 -0.24 -1.1771
C 2.45 -0.55 -0.02 -0.7300
C 1.13 -0.15 0.42 0.4574
N 3.37 0.57 -0.55 1.0597
N -1.53 -2.29 0.10 0.4623
O -1.55 0.47 1.67 -0.4416
O 2.86 1.58 -0.94 -0.5421
O 4.52 0.25 -0.60 -0.5695
O -1.94 -3.43 0.07 -0.4057
O -1.94 -1.31 -0.55 -0.2645
F 0.94 0.10 1.71 -0.2386
S -0.11 0.54 -0.56 -0.1521
H -3.48 0.70 -0.26 0.3523
H -2.29 1.71 -1.18 0.3620
H -3.23 2.21 0.27 0.3596
H 2.88 -1.09 0.79 0.3339
H 2.31 -1.43 -0.62 0.3227
```



One molecule with the formula C4H5FN2S. Source: OMol25; level of theory: the ωB97M-V functional and the def2-TZVPD basis.

For the energy above the lowest of the compared OMol25 structures with the same formula, charge and spin, the calculation gives 1.502 eV. The gap between HOMO and LUMO is 7.81 eV. The HOMO energy is -8.75 eV. For the total energy, the calculation gives -20760.48841 eV. As for the lowest unoccupied orbital energy: -0.9 eV. As for the structure (SMILES): [H]/N=C(N)\C(C=S)=C\F.

XYZ file:
```
13
Properties=species:S:1:pos:R:3:mulliken_charge:R:1
H -1.67 1.32 -0.91 0.2045
N -0.85 1.83 -0.59 -0.7184
C 0.02 0.98 -0.15 0.6114
N 1.20 1.44 0.36 -0.5160
C -0.10 -0.49 -0.11 0.2538
C -1.37 -1.20 0.02 -0.4058
S -2.82 -0.53 0.15 -0.2926
C 1.01 -1.24 -0.13 -0.1388
F 0.97 -2.55 -0.20 -0.2303
H 1.63 1.02 1.18 0.2273
H 1.31 2.46 0.39 0.2566
H -1.28 -2.29 -0.03 0.2993
H 1.97 -0.77 0.03 0.4490
```



One molecule with the formula C4H5FO. Source: OMol25; level of theory: the ωB97M-V functional and the def2-TZVPD basis.

For the energy above the lowest of the compared OMol25 structures with the same formula, charge and spin, the calculation gives 1.066 eV. The gap between HOMO and LUMO is 9.46 eV. The HOMO energy is -8.61 eV. For the total energy, the calculation gives -8991.96354 eV. As for the lowest unoccupied orbital energy: 0.8 eV. As for the structure (SMILES): O/C=C/C=C/F.

XYZ file:
```
11
Properties=species:S:1:pos:R:3:mulliken_charge:R:1
O -2.47 -0.71 -0.17 -0.4718
C -1.13 -0.48 -0.24 -0.0647
C -0.46 0.60 0.15 -0.2531
C 0.95 0.63 -0.13 -0.4609
C 1.81 -0.31 0.23 -0.1355
F 3.07 -0.43 -0.19 -0.2472
H -2.84 0.12 0.20 0.3020
H -0.63 -1.29 -0.74 0.3785
H -1.04 1.54 0.58 0.1734
H 1.27 1.53 -0.42 0.4164
H 1.47 -1.20 0.72 0.3627
```



One molecule with the formula C4H5FS. Source: OMol25; level of theory: the ωB97M-V functional and the def2-TZVPD basis.

For the energy above the lowest of the compared OMol25 structures with the same formula, charge and spin, the calculation gives 1.873 eV. The gap between HOMO and LUMO is 8.26 eV. The HOMO energy is -8.96 eV. For the total energy, the calculation gives -17779.16040 eV. As for the lowest unoccupied orbital energy: -0.7 eV. As for the structure (SMILES): F/C=C\CC=S.

XYZ file:
```
11
Properties=species:S:1:pos:R:3:mulliken_charge:R:1
F -1.60 -1.71 0.92 -0.2470
C -1.21 -1.30 -0.35 -0.2087
C -0.16 -0.57 -0.68 -0.3074
C 0.76 0.03 0.34 -0.4084
C 0.59 1.60 0.42 -0.2824
S 1.73 2.74 -0.18 -0.1704
H -1.73 -1.72 -1.11 0.3888
H -0.06 -0.18 -1.67 0.3555
H 1.67 -0.34 0.07 0.3519
H 0.31 -0.54 1.24 0.2253
H -0.29 1.99 1.00 0.3029
```



C4H5FeO2 as an isolated structure. Source: OMol25; level of theory: the ωB97M-V functional and the def2-TZVPD basis.

As for the spin multiplicity: 5. The gap between HOMO and LUMO (alpha / beta) is 4.89 / 4.33 eV. The HOMO energy (alpha / beta) is -1.45 / -0.91 eV. For the total energy, the calculation gives -42707.38091 eV. As for the lowest unoccupied orbital energy (alpha / beta): 3.4 / 3.4 eV. The charge is -1.

XYZ file:
```
12
Properties=species:S:1:pos:R:3:mulliken_spin:R:1
O -3.01 0.77 0.51 -0.0007
C -2.64 -0.22 -0.37 0.0139
C -1.50 -0.92 -0.21 -0.0082
C -0.57 -0.82 0.90 0.0909
C 0.59 -1.55 0.93 0.0715
O 1.49 -1.57 1.87 -0.1233
Fe 1.84 -0.96 3.59 3.9109
H -3.26 -0.34 -1.26 0.0010
H -3.48 0.25 1.21 0.0008
H -1.26 -1.63 -1.01 0.0049
H -0.81 -0.17 1.74 0.0272
H 0.79 -2.21 0.06 0.0113
```